Density functional theory data (ωB97M-V with the def2-TZVPD basis set) for a cluster of 9 separate species, C21H42Br12O9 in total at a distorted geometry.

Last column: Mulliken charge in e.
Element x y z (Å)
Br -0.32540 -2.31817 -2.21423  -0.02
Br -4.18578 -2.35578 4.01049  -0.18
Br -1.76694 5.57708 -2.27886  -0.15
Br 3.19039 -3.10428 -3.03743  -0.16
Br 1.12220 0.38001 -6.06470  -0.22
Br 1.37326 -0.11065 3.45195  -0.17
Br -1.29125 -1.76021 1.50432  -0.15
Br -2.04399 0.91187 -2.49509  -0.16
Br 1.92162 7.51158 -0.24800  -0.17
Br -3.93619 -0.44255 -6.57476  -0.15
Br -8.29168 -2.03618 2.02180  -0.18
Br 1.72523 2.49176 -2.04560  -0.16
O 4.54716 -1.05773 7.81474  -0.55
O 2.72030 3.00094 1.15891  -0.07
O 3.59879 3.51948 3.18063  -0.59
O -2.07601 -3.32804 -5.02235  -0.11
O -2.48455 -4.75232 -3.29102  -0.34
O 1.36113 3.11588 2.86813  -0.18
O 2.35485 -1.09294 7.26880  -0.23
O 3.70195 -0.17170 5.90896  -0.11
O -0.69352 -5.04137 -4.59170  -0.60
C -1.68298 -4.39888 -4.31888  0.72
C 1.47454 0.60975 -4.13442  -0.07
C -5.64636 -2.26926 2.70982  -0.74
C -2.53509 -0.03593 -5.25996  0.07
C -3.63941 -3.92251 -3.00274  -0.53
C 3.90074 3.60280 0.55854  -0.91
C 0.25251 6.59661 -0.56398  -0.41
C 5.07394 -0.07764 5.33970  -0.57
C 2.15777 -3.88404 -1.61243  -0.58
C 2.65637 3.22498 2.50197  0.71
C 1.01499 3.46791 4.25294  -0.61
C -0.25010 -0.26379 0.96496  0.11
C -1.26332 -3.03491 -6.15929  -0.78
C 3.62883 -0.77563 7.10558  0.63
C 1.16924 -0.23606 1.50423  0.30
C -0.04153 6.47256 -2.04715  -0.54
C -6.97151 -2.56577 3.38870  -0.43
C 1.93649 -1.51247 8.53559  -0.71
C -3.25224 0.38917 -4.00376  -0.69
C 0.62164 -3.97660 -1.80845  -0.62
C 1.48785 2.06575 -3.89287  -0.73
H -1.85681 -0.89801 -5.23181  -0.24
H 5.56733 0.69286 5.98037  0.29
H 4.64513 3.82609 1.30450  0.42
H 5.62105 -1.07273 5.47375  0.30
H 0.42060 -4.75469 -2.52615  0.41
H -4.00429 -0.30384 -3.49872  0.31
H 2.45213 -2.38806 8.76994  0.34
H -0.08799 3.35393 4.19995  0.23
H 4.94071 0.23952 4.31053  0.13
H 0.66566 0.07590 -3.55433  -0.10
H 0.61233 5.86820 -2.62284  0.32
H -0.59029 7.14126 -0.10459  0.37
H -1.22155 -3.85795 -6.80627  0.43
H 1.81118 -1.06831 1.19903  0.17
H -4.20163 -3.62923 -3.89048  0.28
H -4.33214 -4.50467 -2.42308  0.30
H -7.14758 -1.91722 4.28383  0.34
H -3.28592 -3.08006 -2.38687  0.18
H 0.88422 -1.68054 8.34251  0.19
H -1.92630 0.76475 -5.63575  0.42
H 2.20896 2.48417 -4.55490  0.53
H 1.45639 2.67022 4.83206  0.20
H 2.47648 0.14968 -4.00426  0.39
H -5.42318 -3.04375 1.99538  0.37
H 0.22701 -4.32982 -0.85966  0.38
H 1.63347 0.68167 1.25029  -0.25
H -5.60772 -1.35182 2.23591  0.45
H 2.47965 -3.30838 -0.75426  0.22
H 2.53872 -4.92071 -1.44831  0.41
H -0.82176 0.60708 1.24689  0.41
H 4.31030 2.92004 -0.14753  0.27
H 2.17870 -0.75810 9.28732  0.30
H -1.72569 -2.26236 -6.87963  0.14
H -7.13619 -3.61418 3.58383  0.36
H -0.09661 7.43385 -2.54755  0.40
H 0.56675 2.53753 -4.24479  0.35
H -3.71324 1.32202 -4.19006  0.50
H 0.56148 5.69001 -0.09327  0.16
H -0.38811 -0.43432 -0.11043  -0.42
H 3.57966 4.54635 0.14811  0.25
H 1.37755 4.48102 4.43806  0.29
H -0.26238 -2.72009 -5.74986  0.26

- gap between HOMO and LUMO (eV) = 9.928
- E_LUMO (eV) = 0.204
- charge = 0
- multiplicity = 1
- HOMO level (hartree) = -0.3574

---

Density functional theory data (ωB97M-V with the def2-TZVPD basis set) for a cluster of 2 separate species, C5H15BrN4O in total at a distorted geometry.

Last column: natural (NBO) charge in e.
Element x y z (Å)
Br 3.85083 -0.37539 -0.31032  0.21
O 0.74554 1.28670 0.18626  -0.47
N 1.37537 -1.13380 -0.11901  -0.21
N -1.01967 -0.06055 -0.36362  -0.12
N -1.11634 0.48860 -1.59266  -0.64
N 1.05732 -2.30181 0.22904  -0.36
C -3.50438 -0.02553 -0.22152  -0.63
C 1.86229 1.50564 1.02244  -0.10
C 3.22687 1.39533 0.30493  -0.46
C -0.03302 0.23702 0.35544  0.45
C -2.20363 -0.87449 -0.07363  -0.23
H -4.10775 -0.36904 0.62780  0.26
H 1.63686 2.52862 1.35878  0.26
H 1.27614 -2.53052 1.17324  0.42
H -2.22830 -1.68411 -0.66294  0.23
H -0.70526 1.37707 -1.84168  0.43
H 3.24108 2.12221 -0.49589  0.25
H -2.26435 -1.24516 1.04456  0.25
H 0.96171 -3.16792 -0.37668  0.43
H -0.07978 -0.13455 1.42767  0.22
H -3.27416 1.03874 -0.22932  0.24
H 4.01634 1.77917 0.90191  0.27
H 1.42487 -0.81681 -1.04010  0.41
H -4.04492 -0.36677 -1.12207  0.25
H 1.96768 0.82178 1.84313  0.21
H -2.06135 0.50555 -2.02576  0.43

- energy relative to the best compared isomer or geometry (same formula, charge and spin) (kcal/mol) = 35.71
- gap between HOMO and LUMO (eV) = 7.166
- E_LUMO (eV) = -10.228
- charge = +2
- multiplicity = 1
- HOMO level (hartree) = -0.6392

---

Density functional theory data (ωB97M-V with the def2-TZVPD basis set) for a cluster of 10 separate species, C37H58N9O15 in total at a distorted geometry.

Last column: Mulliken charge in e.
Element x y z (Å)
O 6.30838 -44.57263 -28.93337  -0.77
O 11.86930 -41.99317 -37.75036  -0.57
O 10.69649 -40.35651 -33.92814  -0.63
O 5.63406 -42.22278 -34.70123  -0.46
O 4.94358 -48.09240 -34.58778  -0.73
O 6.58966 -43.77576 -33.26493  0.54
O 9.48920 -49.68507 -34.26705  -0.52
O 3.89666 -38.53252 -38.95801  -0.55
O 0.11441 -43.98525 -34.22053  -0.55
O 6.19420 -35.43444 -37.19829  -0.58
O -2.71083 -42.50199 -29.32652  -0.60
O 3.96645 -35.42531 -37.47181  -0.53
O 10.31236 -49.49187 -36.27951  -0.58
O -2.36119 -42.62249 -31.41182  -0.59
O 4.73750 -42.82324 -32.69310  -0.44
N 4.96697 -35.86396 -36.89960  0.87
N 9.90787 -48.99456 -35.21196  0.88
N 9.66203 -41.43265 -32.36149  0.47
N 9.78906 -42.59961 -37.26309  0.39
N 6.23396 -47.95002 -32.77756  0.17
N -1.97438 -42.44121 -30.24482  0.98
N 5.52213 -40.16426 -38.92813  0.15
N 6.45526 -42.31044 -28.84226  0.29
N 1.56537 -45.29811 -35.41846  0.15
C 9.33046 -46.73900 -33.93280  -0.37
C 4.83763 -36.95066 -35.83030  0.08
C 1.94263 -42.01348 -31.11997  0.09
C 6.10051 -43.42993 -29.42769  0.40
C 9.62035 -45.39223 -33.65711  1.49
C 0.33044 -44.97906 -34.85565  -0.10
C 4.84322 -39.09215 -39.50553  -0.20
C 9.65996 -42.38520 -31.23141  -0.88
C 6.69448 -49.39388 -32.87024  -0.95
C 2.42092 -42.11526 -29.70579  -0.45
C 6.67672 -47.17387 -31.69165  -0.54
C 0.39328 -42.09325 -31.31086  -0.45
C 6.07624 -40.97715 -29.38399  -1.68
C 4.58708 -39.32718 -34.19544  -0.14
C 10.26833 -47.54306 -34.89711  -0.06
C 5.68886 -38.55788 -34.08913  -0.21
C 6.65530 -40.75425 -39.50996  -1.18
C 10.75779 -44.71361 -34.17166  -0.23
C 8.66837 -42.77437 -36.28554  -0.95
C 0.14941 -41.63915 -28.73241  -0.64
C -0.46969 -42.22234 -30.02270  -0.05
C 1.71585 -41.80797 -28.61971  -0.32
C 3.34885 -39.03074 -35.07615  -0.69
C 11.76253 -45.42348 -35.27781  -0.78
C 5.56258 -42.92471 -33.69161  -0.24
C 2.67046 -44.34846 -35.35793  -0.47
C 9.66923 -43.35341 -38.48279  -1.19
C 11.41291 -46.90306 -35.74328  -0.97
C 10.76676 -41.08841 -32.93447  0.11
C 5.48476 -47.33147 -33.72627  0.09
C 5.97100 -37.40769 -34.98274  -0.66
C 3.44218 -37.61966 -35.76233  -0.59
C 10.96952 -41.91799 -37.02060  0.01
C 5.30131 -40.53171 -37.49513  -1.20
C 8.34086 -40.84725 -32.63589  -1.52
C 1.85968 -46.48028 -36.29702  -0.42
C 7.34403 -42.13254 -27.69619  -1.17
H 2.24049 -41.49626 -27.79806  0.52
H 2.41727 -39.62469 -35.03938  0.50
H 8.87626 -43.26951 -31.22227  -0.04
H 11.04722 -43.68542 -34.11792  0.23
H 2.72457 -37.11294 -36.36343  0.46
H 5.00546 -38.92376 -40.50115  0.49
H 4.23674 -40.45741 -37.55917  0.38
H 5.86018 -50.03189 -32.46288  0.32
H 2.72702 -46.81819 -35.88677  0.11
H 10.10923 -42.97125 -39.38728  0.40
H 7.44057 -46.44038 -31.73630  0.02
H 3.40684 -45.14054 -35.24805  0.07
H 5.64489 -46.63756 -31.17291  0.23
H 5.22696 -46.29099 -33.65358  0.35
H 6.92238 -36.95751 -35.19811  0.49
H 7.29872 -43.39912 -33.90160  -0.22
H 8.08448 -39.91367 -32.14558  0.60
H 8.60143 -47.31526 -33.49422  0.29
H 7.09222 -47.87790 -30.88693  0.30
H 11.68298 -47.38956 -36.48094  0.79
H 2.71270 -43.71520 -36.14933  0.37
H 7.53573 -49.34922 -32.20099  0.41
H 7.42288 -40.13466 -39.42746  0.55
H 8.93679 -42.54202 -35.26322  -0.08
H 11.80750 -41.67110 -32.64755  0.25
H 10.09776 -44.29919 -38.26321  0.41
H 9.50118 -41.66772 -30.29004  0.32
H 6.97264 -49.76803 -33.87271  0.25
H 6.42609 -38.56565 -33.36846  0.52
H 7.51363 -41.32192 -32.43269  0.36
H 5.55375 -43.31797 -30.40974  0.24
H -0.31405 -45.71930 -34.94269  0.44
H -0.05816 -42.24570 -32.27431  0.53
H 5.49352 -41.44759 -37.31338  0.75
H 0.77966 -47.01058 -36.13022  0.22
H 6.97151 -41.46930 -38.85177  0.24
H 5.32845 -40.51533 -28.85088  0.58
H 2.51524 -43.71492 -34.44237  0.01
H 12.55182 -44.88633 -35.72387  0.50
H 10.49352 -42.86256 -31.06036  0.58
H 8.24027 -42.68460 -28.02237  0.32
H 4.55687 -40.23233 -33.62015  0.37
H 7.53717 -41.21744 -27.30235  0.42
H 2.15765 -46.16287 -37.35459  0.19
H 5.61882 -41.06408 -30.26667  0.42
H 8.78699 -44.87376 -32.92942  -0.67
H 8.31067 -40.60176 -33.69713  0.43
H 5.97204 -39.90399 -36.77564  0.13
H 8.66178 -43.71840 -38.90684  0.31
H 10.93015 -41.34401 -36.06120  0.43
H 7.10810 -42.96189 -26.98549  0.36
H 7.69652 -42.30620 -36.60058  -0.14
H 8.54418 -43.69527 -36.19999  1.00
H 6.69529 -40.17091 -29.41797  0.63
H -0.44928 -41.58323 -27.72801  0.30
H 3.44123 -42.03306 -29.64701  0.29
H 6.60755 -41.08642 -40.51483  0.39
H 2.29299 -41.94229 -32.16244  0.36

- energy relative to the best compared isomer or geometry (same formula, charge and spin) (kcal/mol) = 22.84
- gap between HOMO and LUMO (eV) = 6.856
- E_LUMO (eV) = 0.385
- charge = -1
- multiplicity = 1
- HOMO level (hartree) = -0.2378

---

- E_LUMO of number 1 (C21H42Br12O9)?
  0.204 eV

---

- Which of these has the highest HOMO level?
  C37H58N9O15